One molecule with the formula C10H11NOS2 in a non-equilibrium geometry, computed with ωB97M-V with the def2-TZVPD basis set.

Values from the calculation:
ΔE to the lowest compared entry with this formula, charge and spin = 0.000 eV
Total energy = -35755.078 eV
Net charge = 0
Spin multiplicity = 1

The geometry in XYZ format:
```
25
Properties=species:S:1:pos:R:3:forces:R:3:nbo_charge:R:1
C -2.20683 0.31384 2.35969 -0.48 -0.19 0.57 -0.194
C -2.72794 -0.63619 0.22274 -1.62 -2.28 -0.96 -0.194
C -0.84479 0.26471 2.14143 -1.37 -0.60 -1.60 -0.194
C -3.12027 -0.19181 1.46818 -1.69 -0.13 0.07 -0.220
H 0.12275 -2.25309 1.11577 1.09 -0.37 0.14 0.418
H -1.06382 -0.68806 -1.11579 0.12 -0.52 0.12 0.225
C 1.06980 1.05950 -0.88514 -0.84 -1.31 1.36 -0.332
N 1.13444 -2.29756 0.91071 -0.53 -1.07 -0.16 -0.836
S 2.40661 0.62799 -1.83962 1.34 1.21 -0.53 0.478
H 2.25049 1.29737 -3.95424 -1.13 0.00 -0.82 0.222
C -0.45485 -0.09326 0.85075 -1.24 0.19 0.09 -0.050
H -4.18146 -0.28241 1.82173 1.07 0.27 -0.66 0.218
O 2.45501 -1.41237 -0.71310 1.59 -1.66 -0.62 -0.589
H -3.50818 -1.21797 -0.44688 1.77 1.61 1.17 0.222
H 3.26506 2.36921 -3.39852 2.49 1.24 0.60 0.230
H -0.19314 0.34858 2.95456 1.22 0.83 0.79 0.219
H -2.66900 0.70074 3.24344 0.39 0.05 0.83 0.213
S -0.05774 2.21257 -1.07923 0.08 0.53 -0.17 -0.032
C 2.40128 1.90703 -3.08439 -1.89 -1.24 0.01 -0.807
H 1.64615 0.45758 1.10276 -0.92 -0.17 -0.36 0.266
C -1.38099 -0.59570 -0.08131 -0.12 1.34 -0.10 -0.227
C 1.55088 -1.32979 0.04924 -1.34 1.23 1.92 0.703
H 1.59898 -3.22057 0.82985 -0.73 0.98 -0.06 0.406
C 0.89795 0.06858 0.35534 3.05 -0.27 -1.11 -0.400
H 1.60958 2.59108 -2.82794 -0.30 0.34 -0.53 0.253
```
Forces are in eV/Å.


C10H11NPtS as an isolated structure in a non-equilibrium geometry, computed with ωB97M-V with the def2-TZVPD basis set.

Values from the calculation:
ΔE to the lowest compared entry with this formula, charge and spin = 0.000 eV
Total energy = -26096.448 eV
Net charge = +2
Spin multiplicity = 5

The geometry in XYZ format:
```
24
Properties=species:S:1:pos:R:3:forces:R:3:lowdin_spin:R:1
H -0.23730 -1.12160 5.79160 0.01 0.01 -0.02 -0.002
H -0.12170 0.25640 -3.04450 -0.20 0.11 -0.18 0.031
H 5.24480 0.89510 0.44470 0.14 -0.01 0.30 0.013
C 0.98760 -0.33820 2.72780 0.63 -0.02 0.69 0.037
H 0.02180 -1.12810 -4.19840 0.61 0.67 0.27 0.000
C 3.12860 0.57720 -0.08770 -1.42 -0.11 -0.70 0.163
H 3.15640 0.78560 -1.14800 0.13 0.06 0.00 0.007
C 1.97530 0.22500 0.60870 0.09 0.96 -2.71 0.421
C 4.24130 0.63790 0.75490 -0.72 -0.30 0.23 0.320
C -1.35030 -0.75870 2.60190 1.71 0.29 0.27 0.068
H -2.32640 -1.28070 4.45280 0.01 0.01 -0.08 0.005
S 3.77530 0.25670 2.34300 1.98 0.04 1.72 0.027
H -2.25500 -0.82160 2.01370 0.15 0.10 -0.29 0.015
C -0.21390 -0.92650 4.72720 -0.14 0.05 -0.40 -0.019
H -0.02690 0.52980 -4.84290 -0.15 -0.08 0.57 0.001
H 1.43310 0.11830 -3.93720 -1.13 -0.72 -0.06 0.000
C 2.16280 0.02110 1.94310 -1.56 -0.50 1.42 0.253
H 1.90430 -0.51610 4.68140 0.04 0.01 -0.03 0.004
Pt 0.00000 0.00000 0.00000 0.01 -0.25 -2.85 1.821
C -1.39080 -1.01660 3.97570 0.64 0.04 0.29 0.100
C 0.99210 -0.58500 4.10410 -0.51 -0.10 0.00 0.099
C 0.32040 -0.07670 -3.99180 0.88 0.02 -0.48 0.024
H -1.62670 0.30030 0.03650 0.22 0.37 0.13 0.350
N -0.16970 -0.42530 2.01320 -1.40 -0.66 1.89 0.262
```
Forces are in eV/Å.


An isolated ion of composition C10H11O3S and charge -1 in a non-equilibrium geometry, computed with ωB97M-V with the def2-TZVPD basis set.

Values from the calculation:
ΔE to the lowest compared entry with this formula, charge and spin = 0.362 eV
Total energy = -27525.673 eV
Net charge = -1
Spin multiplicity = 1

The geometry in XYZ format:
```
25
Properties=species:S:1:pos:R:3:forces:R:3:nbo_charge:R:1
H -3.59392 -0.41814 1.43716 -0.25 -0.05 0.59 0.192
C 0.86414 0.10716 0.73233 2.06 3.34 -1.80 -0.536
C 0.86476 2.77221 0.50949 -1.01 1.58 -1.71 -0.497
H -1.29529 0.51578 1.96132 -0.12 2.06 2.23 0.202
O 2.42511 -2.04217 1.02286 -0.28 1.07 -0.13 -1.022
C 0.83793 1.68707 -0.18833 -0.27 -4.67 2.32 0.165
C -1.47954 -0.20541 1.27313 -0.81 -2.30 -1.51 -0.204
O 2.35928 -1.00133 -1.13249 -0.02 -0.30 -2.45 -1.040
H 0.96237 2.67458 1.53649 0.01 0.73 1.88 0.202
C 0.89700 1.52758 -1.61084 0.03 0.22 -1.08 -0.733
H -0.00514 1.84095 -2.16030 0.52 0.37 0.06 0.210
O 3.40607 0.22690 0.68285 -0.57 -0.91 -0.21 -1.033
C -0.49906 -1.46874 -0.52980 0.96 -1.86 0.60 -0.217
C -2.83690 -1.68668 -0.01111 0.56 -2.54 -0.77 -0.247
H 1.00372 0.47737 -1.72351 0.27 -0.79 -1.04 0.270
H 1.86058 2.01037 -1.85329 -0.65 -0.17 -0.85 0.237
H 0.45787 -1.80863 -1.01956 -1.42 0.54 0.25 0.272
S 2.39915 -0.77346 0.27320 1.20 0.59 3.05 2.409
H -3.72016 -2.29612 -0.14124 -0.46 0.45 -0.10 0.196
H -1.86003 -2.87126 -1.45194 0.29 -0.26 -0.23 0.195
H 1.11494 0.60260 1.64963 -0.31 -0.55 1.00 0.232
C -1.70427 -2.12053 -0.69662 -0.26 0.69 -0.87 -0.200
C -2.69660 -0.80291 0.98636 -0.78 2.30 1.22 -0.213
C -0.38668 -0.61301 0.57401 0.66 0.61 -1.74 -0.032
H 0.62468 3.66585 -0.11979 0.68 -0.16 1.28 0.191
```
Forces are in eV/Å.